1.
Below is a 2-piece molecular cluster, H5N2OP overall in a non-equilibrium geometry, with properties calculated with the ωB97M-V functional and the def2-TZVPD basis.

Last column: natural (NBO) charge in e.
Atoms and positions in Å:
N1 1.313 0.724 -0.137  -1.14
N2 -0.026 -1.398 0.493  -1.13
O1 -0.488 0.745 1.826  -1.03
P1 -0.215 0.361 0.457  1.75
H1 1.539 0.138 -0.947  0.41
H2 1.433 1.672 -0.156  0.39
H3 -0.597 -1.770 -0.359  0.37
H4 -0.639 -1.604 1.299  0.39
H5 -2.321 1.131 -2.477  -0.01

Output
- Kohn-Sham gap (alpha / beta) (eV) = 9.3501 / 8.6857
- charge = 0
- energy above the lowest of the compared OMol25 structures with the same formula, charge and spin (kJ/mol) = 422.78
- LUMO energy (alpha / beta) (eV) = -1.25 / 0.21
- highest occupied orbital energy (alpha / beta) (eV) = -10.60 / -8.47

---

2.
Below is C3H4O2S2 in the gas phase in a non-equilibrium geometry, with properties calculated with the ωB97M-V functional and the def2-TZVPD basis.

Last column: natural (NBO) charge in e.
Atoms and positions in Å:
O1 -1.669 1.211 -0.028  -0.58
C1 -1.916 0.111 -0.466  0.21
S1 -0.904 -1.269 -0.437  0.31
C2 0.518 -0.747 0.575  -0.64
C3 1.494 0.212 -0.105  0.24
O2 0.999 1.394 -0.358  -0.65
S2 3.038 -0.265 -0.411  -0.08
H1 -2.906 -0.086 -0.922  0.16
H2 0.262 -0.348 1.545  0.25
H3 1.029 -1.690 0.712  0.27
H4 0.054 1.477 -0.104  0.51

Output
- Kohn-Sham gap (eV) = 9.0210
- SMILES = O=CSCC(O)=S
- charge = 0
- energy above the lowest of the compared OMol25 structures with the same formula, charge and spin (kJ/mol) = 22.96
- LUMO energy (eV) = 0.22
- highest occupied orbital energy (eV) = -8.81

---

3.
Below is a 14-piece molecular cluster, H28O14 overall in a non-equilibrium geometry, with properties calculated with the ωB97M-V functional and the def2-TZVPD basis.

Last column: natural (NBO) charge in e.
Atoms and positions in Å:
O1 3.342 2.288 -0.944  -0.97
H1 3.615 3.188 -0.821  0.50
H2 2.528 2.242 -1.452  0.49
O2 5.878 1.005 -1.038  -0.93
H3 4.975 1.254 -1.235  0.47
H4 5.859 0.068 -0.992  0.47
O3 2.951 -0.682 -0.966  -0.94
H5 2.907 -0.015 -1.665  0.48
H6 3.318 -1.441 -1.436  0.49
O4 5.526 2.354 1.247  -0.96
H7 5.408 1.946 0.374  0.48
H8 4.687 2.795 1.520  0.45
O5 7.532 -2.897 1.486  -0.99
H9 6.684 -2.863 1.937  0.50
H10 8.088 -3.392 2.113  0.47
O6 3.280 1.039 3.268  -1.00
H11 4.022 0.695 2.757  0.52
H12 3.470 1.672 3.949  0.48
O7 1.760 1.200 1.003  -0.99
H13 2.045 1.907 0.441  0.46
H14 2.276 1.227 1.796  0.50
O8 7.554 0.143 1.429  -0.97
H15 7.847 -0.750 1.245  0.48
H16 6.605 0.197 1.307  0.48
O9 1.557 -1.554 1.646  -0.99
H17 0.720 -1.794 1.221  0.48
H18 1.980 -0.905 1.048  0.51
O10 5.479 -2.721 3.185  -1.00
H19 5.856 -2.083 3.767  0.48
H20 4.500 -2.742 3.378  0.51
O11 2.171 -3.492 -0.579  -0.96
H21 2.133 -4.417 -0.324  0.46
H22 2.836 -3.301 0.050  0.48
O12 4.469 -0.448 1.291  -1.00
H23 4.338 -1.348 1.475  0.48
H24 3.986 -0.190 0.464  0.51
O13 2.899 -2.940 3.575  -0.96
H25 2.189 -3.033 4.208  0.48
H26 2.339 -2.701 2.863  0.50
O14 4.642 -3.467 0.451  -0.95
H27 4.566 -4.007 -0.331  0.48
H28 5.175 -2.694 0.216  0.49

Output
- Kohn-Sham gap (eV) = 9.5320
- charge = 0
- energy above the lowest of the compared OMol25 structures with the same formula, charge and spin (kJ/mol) = 163.27
- LUMO energy (eV) = -0.38
- highest occupied orbital energy (eV) = -9.91

---

4.
Below is a 6-piece molecular cluster, C24H42N6 overall in a non-equilibrium geometry, with properties calculated with the ωB97M-V functional and the def2-TZVPD basis.

Last column: Löwdin charge in e.
Atoms and positions in Å:
C1 2.632 -11.112 -3.632  -0.09
C2 2.101 -9.821 -2.887  -0.23
C3 1.963 -9.977 -1.373  -0.21
C4 2.776 -10.952 -0.653  -0.23
N1 3.443 -11.745 -0.087  0.13
H1 2.520 -11.057 -4.715  0.06
H2 2.210 -12.006 -3.172  0.07
H3 3.705 -11.236 -3.479  0.07
H4 1.131 -9.465 -3.233  0.10
H5 2.727 -8.963 -3.129  0.10
H6 0.912 -10.025 -1.089  0.12
H7 2.348 -9.085 -0.879  0.11
C5 0.429 8.636 1.214  -0.10
C6 1.604 7.649 0.839  -0.22
C7 3.067 8.223 1.164  -0.17
C8 3.573 9.146 0.118  -0.23
N2 4.015 9.861 -0.718  0.12
H8 0.722 8.937 2.220  0.07
H9 -0.499 8.070 1.134  0.06
H10 0.311 9.492 0.549  0.07
H11 1.492 7.306 -0.189  0.10
H12 1.430 6.705 1.355  0.09
H13 3.776 7.423 0.951  0.10
H14 3.324 8.514 2.182  0.11
C9 1.190 -0.201 -6.453  -0.11
C10 1.570 1.324 -6.628  -0.20
C11 2.018 1.955 -5.229  -0.18
C12 2.808 1.147 -4.310  -0.26
N3 3.424 0.481 -3.600  0.14
H15 1.995 -0.798 -6.023  0.06
H16 1.039 -0.662 -7.429  0.06
H17 0.254 -0.370 -5.921  0.07
H18 0.678 1.818 -7.013  0.10
H19 2.418 1.401 -7.309  0.10
H20 1.119 2.103 -4.630  0.11
H21 2.568 2.884 -5.376  0.11
C13 -5.835 6.879 0.157  -0.10
C14 -5.775 6.069 -1.169  -0.27
C15 -4.654 6.416 -2.179  -0.19
C16 -4.710 7.851 -2.574  -0.20
N4 -4.788 8.989 -2.938  0.13
H22 -5.563 7.917 -0.033  0.06
H23 -5.059 6.418 0.768  0.07
H24 -6.826 6.699 0.576  0.07
H25 -6.748 6.225 -1.636  0.10
H26 -5.761 5.024 -0.857  0.10
H27 -4.695 5.778 -3.062  0.11
H28 -3.774 6.059 -1.644  0.11
C17 0.158 -2.128 8.853  -0.12
C18 0.615 -3.481 9.387  -0.28
C19 1.741 -4.076 8.535  -0.19
C20 1.495 -4.140 7.093  -0.23
N5 1.234 -4.250 5.966  0.14
H29 -0.073 -2.265 7.797  0.07
H30 0.897 -1.388 9.162  0.08
H31 -0.803 -1.906 9.316  0.07
H32 -0.259 -4.132 9.411  0.11
H33 0.813 -3.254 10.435  0.11
H34 1.870 -5.090 8.916  0.12
H35 2.570 -3.403 8.755  0.12
C21 -2.457 -2.949 -0.982  -0.11
C22 -1.141 -2.853 -0.179  -0.26
C23 -1.008 -1.742 0.850  -0.17
C24 -1.262 -0.388 0.325  -0.26
N6 -1.444 0.640 -0.072  0.14
H36 -3.322 -3.192 -0.365  0.07
H37 -2.431 -3.725 -1.747  0.07
H38 -2.549 -2.001 -1.512  0.06
H39 -0.331 -2.753 -0.902  0.11
H40 -1.098 -3.905 0.102  0.10
H41 -0.011 -1.743 1.292  0.12
H42 -1.810 -1.799 1.586  0.12

Output
- Kohn-Sham gap (eV) = 11.5793
- SMILES = CCCC#N.CCCC#N.CCCC#N.CCCC#N.CCCC#N.CCCC#N
- charge = 0
- energy above the lowest of the compared OMol25 structures with the same formula, charge and spin (kJ/mol) = 306.00
- LUMO energy (eV) = 0.44
- highest occupied orbital energy (eV) = -11.14

---

5.
Below is C11H13N5NiS as an isolated structure, with properties calculated with the ωB97M-V functional and the def2-TZVPD basis.

Last column: natural (NBO) charge in e.
Atoms and positions in Å:
Ni1 0.061 0.507 -1.301  0.75
C1 -5.009 -1.153 0.248  -0.62
C2 -4.491 0.162 0.813  -0.22
N1 -3.150 0.057 1.362  -0.57
C3 -2.011 0.150 0.661  0.31
S1 -2.075 0.552 -1.033  -0.20
N2 -0.893 -0.070 1.336  -0.45
N3 0.186 0.067 0.535  -0.25
C4 1.375 -0.106 1.004  0.21
C5 1.684 -0.452 2.419  -0.68
C6 2.432 0.083 -0.001  0.18
C7 3.783 -0.049 0.266  -0.24
C8 4.692 0.155 -0.764  -0.14
C9 4.228 0.485 -2.023  -0.25
C10 2.859 0.601 -2.221  0.09
N4 1.989 0.403 -1.236  -0.46
H1 -6.016 -1.024 -0.149  0.22
H2 -5.042 -1.923 1.020  0.20
H3 -4.363 -1.498 -0.559  0.22
H4 -5.140 0.520 1.614  0.20
H5 -4.482 0.931 0.041  0.22
H6 -3.036 -0.229 2.321  0.40
H7 0.761 -0.572 2.977  0.26
H8 2.280 0.338 2.882  0.23
H9 2.260 -1.378 2.474  0.23
H10 4.116 -0.306 1.261  0.23
H11 5.753 0.057 -0.578  0.23
H12 4.903 0.653 -2.849  0.23
H13 2.433 0.857 -3.182  0.25
N5 -0.053 1.249 -4.225  -0.49
C11 -0.035 0.933 -3.114  -0.09

Output
- Kohn-Sham gap (eV) = 7.4115
- charge = 0
- LUMO energy (eV) = -0.78
- highest occupied orbital energy (eV) = -8.19

---

6.
Below is a 2-piece molecular cluster, ClH3N2OS overall in a non-equilibrium geometry, with properties calculated with the ωB97M-V functional and the def2-TZVPD basis.

Last column: natural (NBO) charge in e.
Atoms and positions in Å:
N1 1.197 0.343 1.216  -1.03
S1 1.272 -0.444 -0.035  2.16
N2 1.604 0.264 -1.351  -1.04
O1 0.950 -1.819 0.051  -0.85
H1 1.522 1.225 1.069  0.38
H2 1.617 -0.555 -2.079  0.39
Cl1 -4.131 -0.029 0.084  -0.30
H3 -4.033 1.016 1.045  0.30

Output
- Kohn-Sham gap (eV) = 11.1194
- SMILES = N=S(=N)=O.Cl
- charge = 0
- energy above the lowest of the compared OMol25 structures with the same formula, charge and spin (kJ/mol) = 123.10
- LUMO energy (eV) = 0.12
- highest occupied orbital energy (eV) = -11.00